ORCA calculation (ωB97M-V/def2-TZVPD) on C44H30N8O2Se2V as an isolated structure.

Values from the calculation:
Kohn-Sham gap (spin up / spin down): 5.6361 / 5.4430 eV
largest force on an atom: 0.86 eV/Å
LUMO (spin up / spin down): -0.83 / -1.02 eV
⟨S²⟩: 3.76
relative energy (zero: lowest compared OMol25 entry of this formula, charge and spin): 252.4 kJ/mol
electronic energy: -8030.194200 a.u.
2S+1: 4
HOMO level (spin up / spin down): -6.5 / -6.5 eV

Geometry as XYZ:
```
87
Properties=species:S:1:pos:R:3:forces:R:3
H -1.47052 -0.94357 -5.79901 0.01 -0.01 -0.01
Se 0.77680 -3.67470 -2.29185 0.08 0.11 -0.14
H 0.71743 5.76590 1.16712 0.00 0.01 0.00
C 0.41329 3.69467 0.66106 -0.05 0.00 0.05
C 3.33648 0.40081 2.77896 -0.03 0.00 -0.06
N -1.38575 0.88728 -1.55377 -0.01 -0.20 0.84
H 2.92995 -2.79953 4.05942 0.02 -0.02 -0.01
H -1.94294 0.92905 -4.29153 -0.01 0.12 0.00
H 5.05622 -2.66765 2.75238 0.00 0.04 0.03
H -3.92616 -0.98218 -3.54315 -0.02 -0.01 0.02
C -2.73488 -1.10122 -1.81879 -0.02 0.03 -0.04
N -0.24231 2.78878 -0.02540 -0.04 -0.21 -0.02
H -1.11044 6.53685 -0.34061 0.01 0.01 0.00
C -3.55688 1.12360 3.15867 -0.04 0.01 -0.04
C 4.21403 0.75489 -0.08599 0.07 0.00 -0.09
C -4.76962 -2.75714 -0.79424 0.01 0.01 -0.03
Se 2.80257 -2.75007 -1.67671 -0.09 -0.07 0.09
H 4.99154 0.75835 0.66337 0.01 0.00 0.01
C -3.25509 3.95956 -2.63721 -0.01 -0.02 -0.01
C 2.20200 0.71758 -1.92787 -0.03 0.01 0.07
H -0.37419 -1.90364 1.89628 -0.28 0.13 -0.10
H -4.61836 1.31611 3.10300 -0.01 0.00 0.00
N 1.14878 0.51853 1.90923 -0.27 0.07 -0.32
C 2.92386 -2.80275 2.97782 -0.13 -0.04 0.04
C 1.73576 -2.86059 2.27749 0.18 -0.01 -0.03
N -0.37384 -1.10793 -2.15426 0.26 -0.12 -0.22
H -1.74275 0.50241 -0.67043 -0.76 0.34 -0.22
H 0.79690 -2.92805 2.81882 0.10 -0.10 0.07
H -4.05258 4.23287 -3.31535 0.00 0.00 0.00
H 1.09211 0.38779 5.27246 -0.04 -0.01 0.00
C -1.55724 0.66203 4.38072 -0.04 -0.05 0.03
C -1.55006 -0.32171 -2.43854 0.21 0.21 0.09
C 3.50459 0.88277 -2.36659 -0.05 -0.01 -0.03
C 0.14007 5.07075 0.57480 0.04 0.00 0.03
H -3.25530 1.25409 1.03437 0.00 0.01 0.01
C -3.59829 -2.53578 -0.02766 0.03 0.02 -0.01
C 0.61803 0.48660 3.13855 0.20 0.20 0.00
C -0.22549 -2.13533 -2.95694 -0.03 0.09 0.26
C -2.91996 0.89355 4.36724 0.00 -0.01 0.06
H -2.87659 5.96414 -2.00646 -0.01 0.01 0.00
C 2.81125 0.32536 4.05833 -0.01 -0.01 0.05
H 1.36353 0.64380 -2.60961 0.00 0.00 0.00
C 4.03137 -2.72764 0.86885 -0.03 0.01 0.00
H 1.18713 3.32723 1.32662 0.00 0.01 0.00
C -2.61357 4.91870 -1.91246 -0.01 -0.02 -0.01
C -2.79772 1.09640 2.00578 0.06 -0.10 -0.07
H -5.78536 -2.36036 -2.61753 -0.01 0.00 0.00
H 4.41232 0.34337 2.68928 0.01 0.00 -0.02
C 4.52219 0.89711 -1.43040 0.05 -0.02 0.03
C -1.88532 2.20124 -1.69150 0.08 -0.03 -0.22
C -0.85979 5.48682 -0.25282 -0.02 0.04 -0.01
C -1.23303 3.18599 -0.88690 0.17 0.16 -0.09
H -0.57673 -3.11414 -4.85089 0.02 0.00 -0.01
N -1.48405 0.86220 2.00796 0.26 0.10 -0.12
C -2.89343 2.59924 -2.52696 -0.07 -0.03 -0.01
H -3.47825 0.89846 5.29394 0.00 0.00 0.00
H -1.03717 0.48716 5.31060 0.00 0.00 0.01
C -1.64030 -0.02820 -3.90322 -0.04 -0.02 0.01
C -0.85848 0.65648 3.18062 0.02 0.09 0.17
C 2.88646 0.61789 0.28167 0.04 -0.04 -0.05
N -1.46698 -1.41878 0.25207 -0.09 0.18 0.19
H -4.14517 -3.88625 1.56344 -0.01 0.00 0.01
H -5.52950 -3.42108 -0.40090 -0.01 0.00 0.00
C -0.78084 -2.26095 -4.22391 0.04 -0.20 0.06
O 4.93077 -0.08954 4.95565 0.21 -0.15 -0.01
C -3.38273 -3.21004 1.19560 -0.02 -0.03 0.00
C -1.29062 -2.10156 1.35384 -0.07 0.08 0.06
C -4.90464 -2.17529 -2.01695 0.01 -0.01 0.01
O 3.18234 0.21940 6.36886 -0.07 -0.09 0.21
H 5.55296 1.01078 -1.73949 0.00 0.00 0.00
C -2.21357 -3.03012 1.86778 0.01 -0.03 0.00
N 1.90082 0.60310 -0.63486 -0.14 0.06 0.29
V -0.09026 0.63320 0.27173 0.17 -0.37 -0.64
C -3.86382 -1.37089 -2.53282 -0.06 -0.01 -0.04
H 4.92884 -2.70075 0.26424 0.01 -0.01 -0.01
H 3.70677 0.97072 -3.42423 0.00 0.01 0.00
N 1.64362 -2.82262 0.94170 0.17 -0.04 0.00
C -2.59124 -1.66702 -0.50605 0.09 -0.15 -0.10
H -1.98893 -3.55724 2.78451 -0.01 -0.02 0.01
H -3.41994 1.85876 -3.10964 -0.01 -0.04 -0.04
C -1.33985 -1.06254 -4.72870 -0.08 0.08 -0.07
C 2.77481 -2.77503 0.25738 -0.09 0.04 0.07
C -1.58161 4.54554 -1.02016 0.00 -0.05 0.07
C 1.43815 0.40404 4.24775 0.01 -0.09 0.01
C 4.10044 -2.72266 2.24752 0.17 -0.06 -0.07
C 3.75254 0.12489 5.27442 -0.05 0.24 -0.12
C 2.47176 0.50272 1.70370 -0.02 -0.02 0.18
```
Positions in Å, forces in eV/Å.



ORCA calculation (ωB97M-V/def2-TZVPD) on C44H31BClF4IN11O4Sn as an isolated structure.

Values from the calculation:
total charge: +1
Kohn-Sham gap (spin up / spin down): 5.2205 / 4.1427 eV
largest force on an atom: 0.62 eV/Å
LUMO (spin up / spin down): -5.03 / -6.11 eV
relative energy (zero: lowest compared OMol25 entry of this formula, charge and spin): 15.4 kJ/mol
electronic energy: -3995.139126 a.u.
HOMO level (spin up / spin down): -10.2 / -10.2 eV

Geometry as XYZ:
```
98
Properties=species:S:1:pos:R:3:forces:R:3
C -6.09178 2.43113 -5.69851 0.00 -0.02 0.06
H -6.98253 0.68780 -4.81892 0.01 0.04 0.00
C -6.39463 4.81147 0.03120 0.05 0.17 0.16
N 5.85884 -2.20112 6.40255 0.18 -0.09 -0.21
O -0.46505 -1.92890 -2.42156 -0.11 0.08 -0.19
C -3.62619 4.80959 -0.36430 -0.02 -0.14 0.10
C 3.12964 -1.92527 -0.67347 0.06 -0.03 0.09
H -0.68225 -1.09532 -8.11036 -0.01 0.00 0.05
F -1.45385 1.95688 3.00615 -0.10 0.22 -0.53
C -0.46237 -1.71861 -6.05667 0.03 -0.14 -0.03
H 7.41300 -4.21560 -0.57307 -0.02 0.03 0.10
H -5.05673 4.22759 -6.27929 -0.02 -0.06 0.06
H -3.87355 4.45860 -4.14580 -0.04 -0.05 -0.01
Sn -0.42481 -0.15127 -0.63647 -0.27 0.28 0.42
H -1.80586 1.03504 -7.48875 0.01 -0.06 0.05
H 4.49232 -4.90178 -0.49417 -0.04 -0.05 -0.05
O -4.80830 0.91423 -0.62869 0.35 0.31 -0.26
H 0.99251 -4.79205 -5.53258 0.00 0.00 -0.04
N 1.32358 0.80063 3.56059 -0.18 -0.19 -0.17
H -2.02763 3.90454 -2.49720 0.01 -0.02 -0.02
C 7.65818 -3.44334 2.71661 0.11 -0.01 0.00
H -7.46067 4.81378 0.21453 0.03 0.03 0.02
C -5.85314 3.91490 -0.84431 0.03 -0.04 -0.06
H 2.38293 -1.33097 4.70588 0.00 0.03 0.00
N 6.65912 -2.72302 5.38388 -0.15 0.08 0.25
F -3.06050 2.48355 1.42257 0.50 0.06 -0.01
C -6.30126 1.51754 -4.67754 0.03 0.05 0.00
C 5.94085 -2.71606 4.31791 -0.05 0.03 0.08
F -1.21868 3.87153 1.71227 -0.26 -0.56 -0.08
B -1.69291 2.55707 1.76914 -0.27 0.28 0.28
N 1.90406 -1.65429 -0.25897 0.04 -0.16 0.01
H 1.87558 1.03472 1.55442 -0.06 -0.02 0.08
C -0.86377 -0.84191 -7.07417 0.08 -0.06 -0.16
C -4.18181 5.71869 0.50195 -0.05 0.02 0.07
N 0.35206 0.02034 4.07855 -0.03 -0.01 0.31
H -5.99486 6.42150 1.41150 0.02 -0.04 -0.04
H 8.37896 -3.36887 3.52168 -0.04 0.01 -0.06
H 5.17477 -3.54933 -1.39168 -0.01 0.04 -0.01
C 0.10624 -0.00670 5.51542 0.12 -0.06 -0.13
C -0.30321 -2.23051 -3.60986 0.09 -0.24 -0.09
C -5.63685 1.64968 -3.46031 0.00 -0.06 0.00
N 0.24716 -0.32922 1.93901 0.14 0.12 0.19
C 7.10324 -3.91652 0.42502 0.01 -0.04 -0.05
O 4.69566 -2.22391 4.54153 -0.13 0.03 -0.12
H 0.57623 0.53958 8.10542 0.07 0.00 -0.02
H 0.61068 -2.90701 0.92641 0.09 0.01 -0.05
C -5.55961 5.72270 0.70669 -0.14 -0.06 -0.04
C -4.55177 3.62319 -4.29051 0.07 0.04 0.04
H -2.55232 4.77223 -0.46501 0.06 -0.07 0.00
I 0.78904 -4.82037 -2.46200 0.00 0.13 -0.11
C 0.30376 -3.50160 -3.97689 -0.13 0.03 0.19
N 3.50247 -3.13103 -0.23505 0.05 -0.25 -0.19
H -0.27173 0.96884 5.81315 -0.02 0.07 0.00
C 4.75754 -3.84840 -0.43115 -0.06 0.12 0.16
H -5.82214 0.92478 -2.67858 0.03 0.04 -0.03
C -0.71222 -1.34212 -4.72789 0.08 -0.03 0.15
H -1.11999 -1.29837 3.28020 0.05 0.10 0.04
H 3.76524 -1.28185 -1.26682 -0.05 -0.09 0.08
C 2.54324 -0.26533 8.40349 0.01 0.01 0.04
H -2.18177 1.52909 -5.08613 -0.05 0.08 0.06
C 1.22623 0.56216 2.27797 0.03 -0.09 -0.12
C 3.62687 -0.90317 7.82451 0.07 0.00 0.08
C 1.34385 -0.35634 6.31497 -0.04 0.00 -0.09
C 0.53355 -3.84478 -5.28848 -0.02 0.09 -0.12
C -1.79844 1.93750 -1.90525 -0.11 0.12 -0.12
H -6.61121 2.32364 -6.64288 0.02 0.01 0.05
C -0.29195 -0.62620 3.10853 0.16 -0.09 -0.01
C -5.21737 3.49395 -5.49680 -0.03 0.00 -0.06
C 1.56597 -2.77576 0.43936 -0.04 0.09 -0.01
C -4.74907 2.69785 -3.26303 0.21 -0.17 -0.01
N 2.49622 -3.70089 0.46938 0.10 0.39 0.00
C 3.55751 -1.28829 6.48986 0.03 -0.07 -0.07
N -2.49837 3.03932 -2.28813 0.06 -0.38 0.23
H -0.68376 -0.73824 5.68298 -0.05 -0.02 -0.01
O -0.56992 1.76220 -2.01592 -0.26 0.23 -0.05
H 4.33807 -3.03286 2.17478 0.05 0.00 -0.03
C -3.91479 2.93498 -1.99588 0.14 0.21 -0.39
C 1.41215 0.01737 7.65044 -0.05 0.01 0.04
C -1.48060 0.33004 -6.73370 -0.10 0.19 0.06
C 6.32514 -3.14189 2.96999 -0.11 0.04 -0.01
N -1.31019 -0.19512 -4.39865 -0.10 0.12 -0.06
N -2.58290 0.97083 -1.35160 -0.52 0.11 0.01
F -0.97297 1.79281 0.72963 0.13 0.08 0.01
Cl 0.51153 -3.44385 -7.91754 0.01 -0.04 -0.09
C 0.17628 -2.97761 -6.31146 0.04 -0.03 0.08
H 2.58679 0.03514 9.44280 0.00 -0.01 -0.04
C -1.68735 0.61157 -5.37858 0.08 -0.18 0.14
C 5.76519 -3.63980 0.67988 -0.08 0.05 0.04
H 4.53463 -1.09237 8.38515 -0.08 -0.01 -0.03
H -3.54332 6.39568 1.05314 -0.03 0.00 -0.03
C -4.45414 3.90596 -1.07459 0.07 -0.03 0.14
C 5.37756 -3.24352 1.95314 -0.01 -0.01 0.05
H 9.08200 -4.04942 1.23537 -0.06 0.02 0.02
H -6.48064 3.19285 -1.35260 0.05 0.08 0.01
C 2.41195 -1.03150 5.74497 0.06 -0.02 -0.06
C 8.04234 -3.82520 1.44159 0.06 -0.01 0.01
C 4.72397 -1.91794 5.86589 0.08 -0.02 -0.03
C -3.83296 1.36036 -1.13027 0.13 -0.53 0.14
```
Positions in Å, forces in eV/Å.



ORCA calculation (ωB97M-V/def2-TZVPD) on C44H31IrN5O2P as an isolated structure.

Values from the calculation:
Kohn-Sham gap (spin up / spin down): 6.2621 / 6.2675 eV
largest force on an atom: 1.75 eV/Å
LUMO (spin up / spin down): -1.21 / -1.21 eV
relative energy (zero: lowest compared OMol25 entry of this formula, charge and spin): 22.0 kJ/mol
electronic energy: -2565.132627 a.u.
HOMO level (spin up / spin down): -7.5 / -7.5 eV

Geometry as XYZ:
```
84
Properties=species:S:1:pos:R:3:forces:R:3
H 5.03741 2.41130 0.74807 -0.02 -0.01 -0.03
H -4.81318 -1.64145 -1.05968 0.02 0.00 -0.01
C 4.20341 1.74325 0.88844 -0.09 -0.04 -0.08
C 1.63141 2.39416 -1.81055 0.00 0.06 -0.22
H -2.56179 -5.17326 -0.16905 0.01 0.02 -0.02
O 0.95573 -2.31656 0.95886 -0.04 -0.57 -0.01
C -3.38969 2.45266 3.67189 -0.02 0.02 -0.03
N 0.61228 1.50501 -1.53668 0.26 -0.12 0.11
C -3.56792 1.17671 4.12167 0.00 -0.08 0.00
C 5.91749 4.23467 -2.13936 0.01 -0.05 0.00
C -2.52780 2.72405 2.58254 -0.11 0.03 -0.09
H -1.45840 5.26448 0.59795 0.02 0.01 0.05
C 1.75506 -4.16230 -2.54364 0.00 -0.10 -0.02
H 0.63655 -1.09888 -3.45194 -0.04 -0.03 0.01
C 3.37668 4.92260 -1.25165 -0.01 0.07 0.03
C -2.86262 0.11207 3.52414 -0.08 -0.01 0.00
C 1.37788 3.00322 -3.07440 0.03 -0.01 0.16
C 0.24540 -2.82768 5.79557 -0.01 -0.02 -0.01
C 2.02130 -3.83230 -4.91585 0.00 -0.01 -0.03
Ir 0.23607 0.41754 0.17742 -1.12 -0.60 -1.21
H -1.01446 -3.84258 1.20851 0.01 0.02 -0.02
C 6.52369 6.60773 -2.31236 -0.15 -0.16 0.03
P -0.86512 -0.91864 1.75043 -0.41 0.71 0.91
C -3.12364 -1.38034 0.22994 0.02 0.02 0.02
C -0.86638 -3.28529 5.10475 -0.02 0.06 -0.02
C -0.23603 1.55038 -2.54608 -0.09 0.01 -0.26
H 6.90453 3.97733 -2.49862 0.00 -0.01 0.01
N 7.28914 7.42660 -2.56461 -0.02 -0.02 0.01
C -1.98076 0.34163 2.50216 0.17 0.18 -0.06
H -1.12260 0.93003 -2.54585 0.00 0.04 -0.03
H -1.48950 -4.06092 5.53136 0.00 0.00 -0.01
C 4.29162 5.91790 -1.55216 -0.06 0.02 0.03
H 2.02119 3.71251 -3.57112 -0.03 0.00 0.03
C -2.39365 4.03385 2.05831 -0.03 -0.01 0.10
H -2.06087 -3.11596 3.33695 0.01 0.00 0.01
H -0.30072 2.69052 -4.46491 0.01 -0.04 0.02
C -0.86364 1.92568 0.93017 1.18 0.49 0.68
C 5.00480 3.24566 -1.81392 0.02 -0.02 -0.10
C 1.05461 -2.08880 -3.56332 0.05 0.08 -0.17
C 3.72944 3.58279 -1.37112 0.04 -0.11 0.14
C 1.20207 -2.89330 -2.44913 -0.14 0.06 0.38
C 4.08808 0.74427 1.82568 -0.07 -0.10 -0.01
H 4.80846 0.45897 2.57520 -0.04 -0.02 -0.03
C 2.82991 0.14749 1.61663 0.21 -0.18 0.17
H -3.27480 -0.31073 0.32895 -0.06 -0.02 0.04
H 0.49279 -3.24552 6.76316 0.01 -0.01 -0.02
C -2.72051 -4.10729 -0.06196 0.03 0.03 0.04
H 1.38113 -1.92836 -5.67083 -0.02 -0.02 0.00
H -4.24009 0.97559 4.94675 0.02 0.00 -0.01
N 2.19086 0.71445 0.60361 -0.73 0.57 0.31
C -2.05291 -1.99165 0.87894 0.19 -0.03 -0.14
C 3.02444 1.72134 0.09848 -0.06 0.16 0.30
H -4.44400 -4.07188 -1.34102 -0.01 0.00 0.04
H 5.27299 2.20180 -1.91871 0.01 0.02 0.01
C 1.47632 -2.56367 -4.79966 -0.01 0.05 0.09
C 5.56309 5.57336 -1.99811 0.17 0.15 -0.06
H 4.02931 6.96032 -1.43345 -0.02 -0.01 -0.02
H -3.01953 -0.89264 3.89691 0.04 0.02 0.03
H 1.90392 -1.46607 5.77809 -0.02 0.01 -0.01
H -2.98371 4.83392 2.49121 0.04 -0.01 0.01
C 0.70597 -1.28593 4.01185 -0.09 -0.03 0.02
O -0.06995 -1.34200 -1.19663 1.01 -0.30 0.09
H 1.30649 -0.49109 3.59695 -0.06 0.07 0.13
H 2.38682 5.18370 -0.89872 0.01 -0.01 -0.01
H -3.90306 3.27987 4.14957 -0.04 -0.02 -0.07
C 1.03438 -1.82800 5.24389 -0.03 0.03 0.04
C -3.98421 -2.12710 -0.56060 0.01 0.00 -0.01
N 0.76878 -2.37094 -1.17276 -0.47 -0.21 -0.73
C 0.20310 2.46804 -3.53796 -0.19 -0.10 0.07
H 2.34349 -4.20027 -5.88148 -0.01 0.00 0.01
C -1.19103 -2.74769 3.86535 0.04 -0.10 -0.02
N 1.26681 -2.88889 -0.11884 0.44 0.35 -0.03
C -3.78129 -3.49134 -0.71174 0.00 0.02 0.00
C -1.79157 1.65937 2.00357 0.05 0.05 -0.09
C -0.40318 -1.74559 3.30865 0.30 -0.15 -0.20
C 2.74432 2.52730 -0.99927 0.16 0.03 -0.14
C -1.85236 -3.36043 0.72210 -0.05 -0.05 0.00
H -0.08450 3.47509 -0.32801 0.06 -0.01 0.06
H 2.38054 -0.67294 2.14747 0.07 -0.04 -0.13
H 1.86964 -4.76620 -1.65537 -0.03 -0.01 -0.02
H 2.57521 -5.62286 -3.86780 0.01 0.01 0.00
C 2.15556 -4.62858 -3.78556 0.02 0.02 0.06
C -1.54488 4.27018 1.01997 -0.01 -0.11 -0.20
C -0.76685 3.22361 0.47273 -0.27 0.10 0.10
```
Positions in Å, forces in eV/Å.